A molecular structure, C28H7B3BrCl80NO5 in a non-equilibrium geometry. Source: OMol25; level of theory: wB97M-V/def2-TZVPD.

Total charge: 0
Calculated total energy in hartree: -40966.01314
Spin multiplicity: 1
ΔE to the lowest compared entry with this formula, charge and spin in kJ/mol: 0.00
HOMO energy in eV: -8.8

Cartesian coordinates (Å):
Br1 -3.03096 2.12796 -7.48812
Cl1 -0.71403 2.35985 3.06007
Cl2 3.27521 -0.84632 -6.13416
Cl3 -12.03056 2.34919 -2.12794
Cl4 0.27778 4.11900 -0.64922
Cl5 -2.19608 8.52560 7.52560
Cl6 -11.27374 -2.20859 -6.51491
Cl7 1.97887 6.43114 -1.07522
Cl8 6.88361 -11.44160 7.22036
Cl9 -0.74219 -4.45608 3.09185
Cl10 -2.00141 10.51813 9.61573
Cl11 3.33895 -12.66958 10.95035
Cl12 5.31564 4.16463 2.54057
Cl13 1.76810 -3.54944 4.21593
Cl14 0.81681 9.53537 7.19522
Cl15 2.12873 2.28000 2.50868
Cl16 6.36597 -3.00940 -7.31846
Cl17 6.71902 -2.57103 0.09374
Cl18 3.80967 -6.72859 3.91000
Cl19 8.02145 -7.28876 -3.59434
Cl20 0.83112 0.00733 3.74769
Cl21 2.66715 -9.00806 -3.76757
Cl22 4.51015 3.37779 -5.11648
Cl23 0.31580 5.37722 -3.20212
Cl24 -15.09696 2.35947 1.79208
Cl25 5.73733 -12.62394 9.32650
Cl26 5.49998 1.61169 -7.19008
Cl27 -6.92469 3.32565 -0.35983
Cl28 -12.31312 1.26971 -4.79943
Cl29 5.26230 -4.93371 -0.73498
Cl30 0.81564 7.12199 5.59657
Cl31 0.88356 -2.54016 1.64798
Cl32 7.52783 -5.63633 -6.94730
Cl33 -0.89460 6.74622 -0.94705
Cl34 3.14843 8.83740 5.62514
Cl35 4.33947 -3.38225 1.53037
Cl36 0.50742 -1.07771 -6.95398
Cl37 -12.58531 2.24095 3.22774
Cl38 -7.66971 4.75004 2.05521
Cl39 5.83119 -13.68242 12.02084
Cl40 -12.13393 4.13537 -4.40445
Cl41 4.72302 -8.02748 -1.98179
Cl42 8.99149 -3.27615 -6.12787
Cl43 -12.87428 4.00738 0.95184
Cl44 -9.79433 2.46362 -3.99004
Cl45 -9.41133 -0.02490 -6.89187
Cl46 4.37241 -10.87593 -2.35916
Cl47 10.94418 8.93376 5.80206
Cl48 -11.76215 -0.22676 -8.56855
Cl49 2.46463 7.28614 7.97169
Cl50 6.83102 -9.87343 4.78847
Cl51 3.81886 -9.55717 3.29535
Cl52 5.45700 -9.25764 -4.50144
Cl53 9.72487 6.36447 5.25816
Cl54 10.38582 7.10688 7.97765
Cl55 6.06635 1.04108 -4.40781
Cl56 4.11470 -2.30950 -1.14586
Cl57 4.44880 -15.14563 9.93951
Cl58 1.15487 -0.30371 -4.24482
Cl59 1.76275 -5.27303 1.88605
Cl60 9.72299 -7.18058 -1.25376
Cl61 -3.87005 8.32131 9.87907
Cl62 9.25732 -11.24752 5.56968
Cl63 4.12049 -8.66703 6.03725
Cl64 5.27354 2.82989 5.11005
Cl65 4.10778 5.46504 4.82677
Cl66 8.20759 8.43026 6.60375
Cl67 -12.78193 1.13407 0.55779
Cl68 -9.59834 -2.12604 -8.87527
Cl69 6.64213 -4.10743 -4.65245
Cl70 7.34157 3.28920 -5.71348
Cl71 1.63560 1.52597 -6.42465
Cl72 10.34432 -5.55885 -3.57124
Cl73 -8.01072 1.87666 1.90169
Cl74 -9.71388 3.62113 0.34450
Cl75 6.98093 5.13397 4.70372
Cl76 -4.35603 10.40960 7.93301
Cl77 1.57031 -8.38517 4.69379
Cl78 0.30542 0.64205 0.96323
Cl79 8.34713 -8.94548 7.07272
Cl80 8.04295 -4.92128 -1.92941
O1 -5.03423 4.83048 -3.09792
O2 -1.18451 2.04584 -5.26000
O3 -2.88683 3.88497 -5.08383
O4 -1.70128 2.99434 -3.09980
O5 -1.15805 0.20793 -0.99784
N1 -1.77714 0.45136 -3.29247
C1 7.38227 -4.00805 -6.26060
C2 -3.10629 9.44301 8.73793
C3 5.10941 -3.30029 -0.06225
C4 5.41993 4.39841 4.29567
C5 4.83852 -13.53099 10.55993
C6 9.81594 7.70957 6.41103
C7 -6.51681 1.23708 -2.92808
C8 -11.56658 2.55515 -3.82869
C9 4.30491 -9.29203 -3.15228
C10 -3.71190 4.54191 -2.60399
C11 1.64568 -0.17379 -5.93915
C12 -7.31071 1.26619 -4.17633
C13 -1.35131 0.49369 -2.11285
C14 -13.33289 2.43612 1.63237
C15 1.81150 8.19658 6.59784
C16 -6.58361 3.71638 -4.62456
C17 -8.08018 3.39428 0.98530
C18 0.63784 1.32131 2.57052
C19 -7.33578 2.50794 -4.99995
C20 7.83067 -10.37632 6.16142
C21 3.33044 -8.33453 4.48503
C22 0.42330 5.67575 -1.46221
C23 -5.75111 2.44372 -2.56395
C24 0.91577 -3.95513 2.71249
C25 9.03340 -6.23691 -2.58759
C26 5.85395 2.32999 -5.60733
C27 -5.75549 3.66907 -3.38134
C28 -10.51150 -1.14705 -7.71326
B1 -2.30595 2.79151 -5.75405
B2 -2.76379 3.78976 -3.67903
B3 -1.53799 1.80489 -3.88331
H1 -3.70773 3.89668 -1.67640
H2 -7.90140 0.36586 -4.49738
H3 -6.50300 0.33130 -2.27126
H4 -3.22133 5.52139 -2.32221
H5 -7.96331 2.51709 -5.92161
H6 -5.12992 2.45773 -1.63002
H7 -6.62063 4.61828 -5.27896

---

A molecular structure, C28H80As4F24N6O6 in a non-equilibrium geometry. Source: OMol25; level of theory: wB97M-V/def2-TZVPD.

Total charge: +2
Calculated total energy in hartree: -13234.61583
Spin multiplicity: 1
HOMO energy in eV: -13.9

Cartesian coordinates (Å):
As1 -3.32643 -2.62572 -3.19841
As2 0.04313 5.38398 -0.29713
As3 5.20488 2.10891 -0.21238
As4 -0.00770 0.25732 -0.06901
F1 -1.51086 5.04035 -0.95322
F2 0.57243 6.21024 -1.72316
F3 6.34716 2.29083 -1.50178
F4 -3.83358 -3.85595 -2.03669
F5 0.37701 -1.41624 0.40198
F6 1.65072 5.74692 0.41081
F7 0.78207 3.85608 -0.83959
F8 -4.92110 -1.91880 -3.16784
F9 1.68402 0.70951 -0.10839
F10 4.11739 1.78323 1.11484
F11 -0.18001 0.71205 1.62295
F12 -3.72879 -3.77562 -4.45773
F13 -1.70800 -3.38130 -3.22244
F14 -2.83026 -1.54679 -1.88450
F15 4.32182 3.57900 -0.48730
F16 0.06833 -0.25779 -1.75561
F17 5.85997 0.52225 0.14592
F18 6.38646 2.82722 0.86565
F19 -0.37640 4.55334 1.21468
F20 -0.53323 6.90274 0.39673
F21 -1.69542 -0.25582 -0.09919
F22 -0.47909 1.88165 -0.55360
F23 4.05230 1.41336 -1.36662
F24 -2.80108 -1.46428 -4.44448
O1 2.51332 -0.43362 3.65481
O2 0.25364 1.63106 -4.75585
O3 0.84965 2.37454 4.89266
O4 -4.68040 3.40298 -0.72725
O5 1.77566 -5.20779 -3.62060
O6 -2.49610 -1.64436 4.34941
N1 -4.44757 1.05379 -2.10995
N2 -3.24928 -3.54356 1.80690
N3 0.66410 -2.58826 -3.77964
N4 4.37153 -1.25943 1.89909
N5 1.82270 2.84865 2.33609
N6 2.48079 2.57798 -3.30648
C1 2.37613 -6.47692 -3.41368
C2 1.37878 3.56288 -3.66720
C3 2.50563 3.51761 3.49321
C4 -2.88942 -4.42315 3.00899
C5 2.86389 4.87928 2.94445
C6 0.26836 2.20871 6.15980
C7 -2.27402 1.69851 -2.98157
C8 -3.24639 1.92970 -1.82425
C9 -2.09527 -3.59840 0.80351
C10 2.24940 -4.23361 -2.73448
C11 -0.61686 1.14340 -5.74020
C12 2.70927 -0.52127 5.04897
C13 1.58200 3.58693 4.71797
C14 -3.69292 3.38735 -1.76584
C15 2.85881 -3.22851 1.24379
C16 -2.47779 -1.39601 2.96049
C17 -5.28667 4.69311 -0.56109
C18 -3.57042 -2.12814 2.21091
C19 2.94381 -1.77645 1.75316
C20 1.90703 4.94225 -3.95763
C21 -4.55821 -4.05022 1.18790
C22 -1.24814 -1.45073 4.97270
C23 0.63512 2.98585 -4.83728
C24 -1.86480 -4.93862 0.10515
C25 2.15662 -1.67093 3.02355
C26 -3.99135 -4.83513 3.96815
C27 2.11492 -2.86557 -3.33581
C28 2.64639 -1.69826 -2.54218
H1 1.19345 3.06664 -5.78479
H2 -1.39382 -1.16609 6.01168
H3 -2.19345 0.62155 -3.12886
H4 2.43612 2.16189 1.90096
H5 0.75907 3.65435 -2.77364
H6 -1.99356 -4.02650 3.48450
H7 -1.31605 -5.55941 0.81732
H8 3.44321 4.77428 2.02661
H9 -1.53161 -1.57813 2.43659
H10 1.87544 -3.58289 1.55962
H11 2.17946 3.76888 5.61257
H12 2.91272 -3.24902 0.15871
H13 5.05381 -1.92817 2.25605
H14 2.82788 2.03607 -4.09689
H15 -0.61977 -2.35240 4.95733
H16 -0.69932 0.06115 -5.76928
H17 2.05792 -1.50729 -1.65024
H18 1.72604 -4.21014 -1.76346
H19 2.51137 -1.03019 1.09353
H20 -5.83655 4.77277 0.37669
H21 1.96147 -7.09363 -4.21134
H22 0.60620 2.80497 7.01162
H23 -4.59038 -3.62988 0.18318
H24 -2.49918 -5.31638 2.51918
H25 -1.23639 -3.29900 1.40203
H26 -1.60064 1.59208 -5.56231
H27 -4.05552 3.80571 -2.70813
H28 -4.57047 5.50961 -0.61645
H29 -3.79960 -1.63286 1.26402
H30 1.14933 5.72178 -3.97804
H31 2.73155 -0.76430 -3.10015
H32 -1.34134 2.21505 -2.78480
H33 -0.54490 -0.73205 4.53483
H34 2.16519 -2.54607 3.68169
H35 3.34328 2.84476 3.67520
H36 2.67622 5.28822 -3.26297
H37 -5.19592 1.31058 -1.45901
H38 3.52071 5.40911 3.63638
H39 -4.08796 0.14943 -1.78696
H40 2.45578 4.97035 -4.90535
H41 -4.75351 1.08066 -3.07853
H42 -2.84722 1.61994 -0.86640
H43 3.59125 -1.09441 5.34794
H44 1.82416 -0.81052 5.62086
H45 0.94533 2.36762 2.55151
H46 -4.35313 -5.10322 1.00487
H47 1.97158 5.47253 2.75881
H48 -2.34299 -2.75823 0.15396
H49 2.91141 0.48483 5.42472
H50 0.62268 -2.43537 -4.78484
H51 3.51031 -3.94774 1.74022
H52 2.61918 -2.94798 -4.30193
H53 0.87071 4.40537 4.58241
H54 -0.30809 1.51363 -6.72627
H55 -2.84646 -5.35027 -0.11061
H56 4.55427 -0.40149 2.42941
H57 -3.82173 -5.83638 4.36209
H58 -4.99051 -4.92451 3.53904
H59 3.46378 -6.51232 -3.48734
H60 0.29176 -1.76811 -3.28868
H61 2.03271 -6.94518 -2.48724
H62 0.51567 1.17934 6.44458
H63 3.69853 -1.82689 -2.27788
H64 -4.13207 -4.15025 4.80385
H65 -2.62960 2.12178 -3.92523
H66 -4.53363 -2.03868 2.71463
H67 -1.25098 -5.00947 -0.78905
H68 -2.57065 -0.31093 2.84508
H69 3.28411 -4.40678 -2.42325
H70 -2.83076 3.99865 -1.48673
H71 -6.10278 4.76554 -1.28521
H72 4.60439 -0.96535 0.94322
H73 -0.82115 2.29211 6.14850
H74 2.07937 1.94499 -2.61217
H75 1.08976 -1.59920 2.79104
H76 -5.38125 -3.87192 1.86372
H77 1.69246 3.49238 1.54403
H78 3.30370 3.01909 -2.88417
H79 0.03283 -3.37891 -3.59910
H80 -0.25096 3.56458 -5.13261

---

9 unconnected molecules or ions with the total composition C28H80N10O9 in a non-equilibrium geometry. Source: OMol25; level of theory: wB97M-V/def2-TZVPD.

Total charge: 0
Calculated total energy in hartree: -2339.40391
Spin multiplicity: 1
ΔE to the lowest compared entry with this formula, charge and spin in kJ/mol: 120.85
SMILES: COC[C@H](C)N.COC[C@H](C)N.COC[C@H](C)N.COC[C@H](C)N.COC[C@H](C)N.COC[C@H](C)N.NC(N)=O.NC(N)=O.CCO
HOMO energy in eV: -8.8

Cartesian coordinates (Å):
O1 -24.70967 11.32349 -10.81066
O2 -19.11441 12.23611 -9.09412
O3 -16.91405 11.07229 -5.60784
O4 -22.71693 17.31020 -6.44621
O5 -18.50455 15.09452 -13.00423
O6 -19.17135 14.90715 -3.91185
O7 -22.90390 12.65927 -5.75002
O8 -17.32262 14.28880 -9.03410
O9 -19.26728 5.38133 -8.29297
N1 -17.40878 18.59457 -11.96037
N2 -18.86441 12.85461 -4.93278
N3 -22.17233 16.56373 -9.94415
N4 -19.94041 7.65472 -9.83152
N5 -22.05142 9.91190 -3.54688
N6 -16.34149 7.90293 -3.65797
N7 -15.62692 14.11482 -10.56288
N8 -22.89833 14.30510 -12.15341
N9 -18.17142 14.76577 -5.94137
N10 -15.37661 15.34923 -8.68470
C1 -22.66702 14.05334 -5.84035
C2 -21.77837 16.43074 -8.50251
C3 -16.68957 10.24600 -4.47630
C4 -18.80528 14.21826 -4.85401
C5 -23.70384 12.09284 -11.43838
C6 -19.25259 5.40078 -9.70470
C7 -24.00221 13.56011 -11.55078
C8 -18.29408 17.40997 -11.96414
C9 -23.56107 18.28134 -5.82762
C10 -22.05459 10.57937 -4.86466
C11 -23.27265 9.95595 -5.60692
C12 -16.20332 14.62166 -9.44703
C13 -17.64681 16.13931 -12.61948
C14 -20.28541 16.23566 -8.48935
C15 -20.77548 10.90775 -8.10001
C16 -16.63191 8.74949 -4.82714
C17 -15.80361 11.14261 -6.48112
C18 -22.28478 17.64939 -7.75792
C19 -22.23019 12.08602 -4.64958
C20 -19.51127 17.78552 -12.80365
C21 -24.66509 11.48676 -9.40091
C22 -17.52081 7.23204 -9.65102
C23 -17.99340 8.39561 -5.43945
C24 -25.36488 13.92199 -12.23310
C25 -18.84268 6.75954 -10.26321
C26 -19.34711 4.03356 -7.81598
C27 -19.21539 14.42446 -11.95087
C28 -20.18623 12.26337 -8.13436
H1 -21.66646 10.94399 -7.46032
H2 -21.63773 18.53314 -7.70988
H3 -15.71180 12.17592 -6.83287
H4 -16.17483 13.57514 -11.21337
H5 -23.18536 16.49554 -9.93504
H6 -15.86331 8.52049 -5.57314
H7 -20.15940 3.48657 -8.30014
H8 -21.58051 14.20887 -5.80967
H9 -23.04778 14.59679 -4.97147
H10 -17.32619 8.27478 -9.91463
H11 -23.41172 11.66650 -12.40409
H12 -21.10052 10.47211 -9.04325
H13 -18.81115 8.53689 -4.72863
H14 -23.27438 15.09501 -12.66202
H15 -15.86801 10.67330 -3.89171
H16 -21.14585 10.28980 -5.39306
H17 -19.55486 4.08562 -6.75054
H18 -22.83655 10.31969 -3.04661
H19 -18.24116 9.01756 -6.30288
H20 -22.29830 13.81196 -12.80182
H21 -15.75855 15.77884 -7.85889
H22 -16.50175 6.95913 -4.01006
H23 -17.01440 18.60947 -12.90119
H24 -19.50637 8.56332 -9.68145
H25 -17.94071 7.37241 -5.81855
H26 -24.46947 12.53029 -9.14551
H27 -14.83046 10.90844 -6.04824
H28 -22.28974 8.92860 -3.56446
H29 -20.16199 16.92266 -12.95318
H30 -18.62952 13.07284 -8.95783
H31 -18.66303 4.59216 -10.15654
H32 -23.21156 17.99551 -8.23765
H33 -22.72758 11.98202 -10.94041
H34 -25.60138 11.14790 -8.96541
H35 -20.00603 18.64556 -12.35501
H36 -17.24743 8.04551 -3.19578
H37 -17.35990 16.46425 -13.62314
H38 -21.27218 12.56328 -4.42114
H39 -17.53324 10.42205 -3.79996
H40 -18.86797 6.75037 -11.35289
H41 -24.16427 13.95880 -10.54631
H42 -14.76242 14.43180 -10.96285
H43 -20.05734 15.49690 -7.71642
H44 -17.99842 14.17886 -6.74147
H45 -18.40626 3.52640 -8.03471
H46 -21.84813 15.79080 -10.51397
H47 -19.51042 13.41637 -12.23996
H48 -25.40851 13.80160 -13.31778
H49 -18.71885 14.41861 -10.98181
H50 -16.81939 15.95884 -11.92363
H51 -18.26434 12.37835 -5.59949
H52 -24.22591 17.73239 -5.16385
H53 -18.96269 12.54633 -3.97473
H54 -26.19154 13.31190 -11.86928
H55 -18.66518 17.15503 -10.96955
H56 -22.82255 18.90980 -5.32438
H57 -23.80200 10.93388 -9.01239
H58 -24.17741 10.04772 -5.00633
H59 -20.25062 5.16576 -10.09700
H60 -18.15105 15.76765 -5.99416
H61 -19.83503 15.93827 -9.43546
H62 -19.70086 17.11634 -8.21180
H63 -14.50013 15.69570 -9.03032
H64 -15.99233 10.58584 -7.40224
H65 -25.50332 14.97565 -11.98727
H66 -17.41649 7.13789 -8.57107
H67 -20.16453 14.96721 -11.89738
H68 -19.80023 12.61961 -7.17646
H69 -22.75329 12.19345 -3.68987
H70 -16.63018 18.22695 -11.40477
H71 -24.17729 18.82761 -6.54628
H72 -16.67058 6.68046 -10.06734
H73 -23.04094 14.32973 -6.82112
H74 -23.08907 8.90614 -5.84009
H75 -22.44580 15.59890 -8.27123
H76 -23.44501 10.44367 -6.56975
H77 -19.29046 18.05028 -13.84362
H78 -20.84376 13.04263 -8.54677
H79 -20.12639 10.21373 -7.55862
H80 -20.17524 7.38706 -8.87834